[1]
Formula: C9H19Ag2F2NO
Source: the OMol25 dataset
Level of theory: ωB97M-V with the def2-TZVPD basis set

As for the spin multiplicity: 3. As for the orbital gap (spin up / spin down): 8.06 / 4.63 eV. As for the net charge: +2. For the energy above the lowest of the compared OMol25 structures with the same formula, charge and spin, the calculation gives 0.0000 eV. The expectation value of S² is 2.01. The max |F| comes out at 1.4 eV/A.

Each line ends with the Löwdin charge.
Geometry (Å):
Ag1 0.121 5.404 -0.640  0.992
Ag2 2.725 3.856 -2.288  1.086
F1 0.737 3.439 -1.399  -0.545
F2 1.835 5.787 -1.994  -0.419
C1 -1.010 -0.304 -2.297  -0.001
C2 -0.952 -0.827 -0.836  -0.465
C3 -0.219 -2.174 -0.835  -0.117
C4 0.385 -2.581 0.503  -0.148
C5 1.253 -1.475 1.096  -0.112
C6 0.585 -0.095 1.149  -0.469
N1 -0.192 0.152 -0.081  0.041
O1 -0.688 1.385 -0.189  0.062
C7 -0.392 -0.024 2.318  0.017
C8 1.660 0.974 1.267  -0.013
C9 -2.377 -0.964 -0.266  0.025
H1 -1.620 0.598 -2.372  0.092
H2 -0.007 -0.108 -2.682  0.092
H3 -1.472 -1.052 -2.936  0.108
H4 -0.982 -2.902 -1.116  0.140
H5 0.542 -2.190 -1.616  0.130
H6 -0.394 -2.866 1.217  0.120
H7 0.967 -3.486 0.330  0.130
H8 2.219 -1.422 0.587  0.129
H9 1.499 -1.730 2.127  0.136
H10 -0.886 0.940 2.418  0.102
H11 0.164 -0.253 3.229  0.114
H12 -1.165 -0.794 2.286  0.093
H13 2.407 0.889 0.476  0.091
H14 2.188 0.869 2.215  0.113
H15 1.252 1.990 1.283  0.082
H16 -2.378 -1.721 0.521  0.092
H17 -2.705 -0.045 0.224  0.097
H18 -3.078 -1.227 -1.049  0.107
H19 -0.020 1.956 -0.650  0.097

=====

[2]
Formula: C25H69N2O28P7
Source: the OMol25 dataset
Level of theory: ωB97M-V with the def2-TZVPD basis set

As for the SMILES: COP(=O)(OC)OC.COP(=O)(OC)OC.COP(=O)(OC)OC.COP(=O)(OC)OC.COP(=O)(OC)OC.COP(=O)(OC)OC.COP(=O)(OC)OC.CC#N.CC#N. As for the spin multiplicity: 1. As for the orbital gap: 10.45 eV. As for the net charge: 0. The max |F| comes out at 5.4 eV/A.

Each line ends with the Löwdin charge.
Geometry (Å):
C1 -1.808 5.488 2.332  -0.043
C2 -0.668 5.655 1.356  -0.242
N1 0.187 5.829 0.653  0.173
H1 -2.274 4.508 2.230  0.054
H2 -2.555 6.254 2.123  0.082
H3 -1.473 5.602 3.363  0.078
C3 3.169 5.651 0.644  -0.110
C4 4.519 5.147 0.327  -0.276
N2 5.602 4.771 0.085  0.102
H4 2.545 5.229 -0.144  0.047
H5 3.114 6.739 0.585  0.078
H6 2.834 5.221 1.587  0.070
C5 0.755 -0.459 2.444  -0.126
O1 1.518 -0.280 1.288  -0.226
P1 1.554 1.229 0.658  0.528
O2 2.163 2.151 1.649  -0.233
O3 2.297 1.000 -0.777  -0.196
C6 2.242 -0.171 -1.533  -0.126
O4 -0.024 1.485 0.292  -0.244
C7 -0.461 2.692 -0.242  -0.127
H7 1.471 -0.790 3.196  0.086
H8 0.047 -1.277 2.310  0.067
H9 0.188 0.404 2.795  0.097
H10 1.767 -1.071 -1.141  0.074
H11 3.256 -0.410 -1.852  0.088
H12 1.728 0.006 -2.478  0.091
H13 0.335 3.297 -0.678  0.081
H14 -0.868 3.235 0.611  0.063
H15 -1.265 2.595 -0.971  0.080
C8 0.031 4.652 -6.793  -0.131
O5 -0.301 5.570 -5.824  -0.230
P2 -1.762 5.658 -5.102  0.453
O6 -2.609 4.454 -5.129  -0.226
O7 -1.461 6.219 -3.584  -0.223
C9 -0.558 5.521 -2.826  -0.156
O8 -2.395 6.980 -5.696  -0.209
C10 -1.675 8.236 -5.637  -0.082
H16 -0.862 4.215 -7.240  0.088
H17 0.724 3.892 -6.432  0.096
H18 0.454 5.272 -7.583  0.093
H19 -0.078 4.646 -3.264  0.092
H20 -1.041 5.273 -1.881  0.059
H21 0.178 6.312 -2.675  0.097
H22 -0.647 8.187 -5.277  0.086
H23 -2.211 8.884 -4.943  0.089
H24 -1.691 8.752 -6.597  0.089
C11 -4.341 3.043 -2.693  -0.076
O9 -4.810 2.824 -1.336  -0.235
P3 -4.332 3.836 -0.173  0.498
O10 -2.979 4.446 -0.410  -0.257
O11 -5.575 4.903 -0.005  -0.228
C12 -5.852 5.741 -1.120  -0.107
O12 -4.313 2.912 1.179  -0.229
C13 -5.487 2.075 1.419  -0.077
H25 -3.586 3.827 -2.750  0.061
H26 -5.192 3.303 -3.321  0.090
H27 -4.022 2.078 -3.086  0.087
H28 -5.005 5.819 -1.802  0.085
H29 -6.117 6.710 -0.697  0.091
H30 -6.754 5.464 -1.665  0.091
H31 -5.424 1.580 2.388  0.087
H32 -5.388 1.308 0.650  0.075
H33 -6.479 2.507 1.287  0.089
C14 -0.802 -7.562 0.205  -0.129
O13 -0.098 -6.370 0.191  -0.231
P4 0.506 -5.745 1.570  0.472
O14 1.928 -6.139 1.827  -0.239
O15 0.299 -4.164 1.331  -0.242
C15 0.899 -3.504 0.240  -0.086
O16 -0.601 -6.135 2.682  -0.235
C16 -0.313 -5.802 4.037  -0.096
H34 -1.814 -7.365 -0.149  0.085
H35 -0.896 -7.909 1.234  0.083
H36 -0.306 -8.295 -0.431  0.094
H37 1.522 -2.717 0.667  0.079
H38 0.105 -3.038 -0.343  0.088
H39 1.557 -4.233 -0.232  0.083
H40 0.393 -6.519 4.455  0.096
H41 -1.241 -5.915 4.599  0.087
H42 -0.053 -4.755 4.193  0.087
C17 3.650 0.873 4.450  -0.130
O17 3.771 -0.509 4.304  -0.204
P5 3.995 -1.466 5.559  0.446
O18 4.256 -2.907 5.201  -0.253
O19 5.132 -0.758 6.419  -0.204
C18 6.351 -0.572 5.840  -0.154
O20 2.681 -1.252 6.504  -0.221
C19 1.912 -2.445 6.927  -0.080
H43 2.763 1.192 3.902  0.062
H44 4.348 1.426 3.821  0.097
H45 3.663 1.320 5.444  0.102
H46 6.344 0.484 5.570  0.091
H47 6.629 -1.097 4.926  0.098
H48 7.163 -0.836 6.518  0.097
H49 2.103 -3.308 6.288  0.066
H50 0.849 -2.269 7.088  0.082
H51 2.275 -2.886 7.855  0.081
C20 3.665 -3.484 -2.837  -0.075
O21 2.611 -4.484 -2.864  -0.231
P6 2.889 -6.009 -3.265  0.404
O22 3.816 -6.237 -4.374  -0.237
O23 3.346 -6.639 -1.852  -0.209
C21 3.718 -8.032 -1.749  -0.093
O24 1.389 -6.600 -3.536  -0.227
C22 0.850 -6.621 -4.889  -0.089
H52 4.603 -3.808 -3.288  0.085
H53 3.892 -3.189 -1.813  0.089
H54 3.307 -2.677 -3.476  0.086
H55 4.732 -8.211 -1.391  0.088
H56 3.641 -8.600 -2.675  0.083
H57 3.090 -8.600 -1.063  0.083
H58 1.528 -6.176 -5.617  0.077
H59 0.003 -5.939 -4.969  0.081
H60 0.543 -7.619 -5.200  0.087
C23 -2.644 -4.338 0.033  -0.092
O25 -2.324 -3.259 0.908  -0.244
P7 -3.037 -1.837 0.572  0.500
O26 -4.491 -1.861 0.574  -0.221
O27 -2.336 -0.752 1.579  -0.237
C24 -2.646 -0.846 2.975  -0.094
O28 -2.398 -1.530 -0.966  -0.229
C25 -2.245 -0.205 -1.305  -0.148
H61 -2.682 -5.150 0.760  0.090
H62 -1.846 -4.533 -0.683  0.088
H63 -3.602 -4.126 -0.441  0.090
H64 -3.541 -1.439 3.161  0.087
H65 -2.956 0.093 3.433  0.090
H66 -1.753 -1.273 3.432  0.080
H67 -2.996 0.424 -0.827  0.081
H68 -2.115 -0.051 -2.376  0.102
H69 -1.313 -0.040 -0.765  0.066

=====

Repeat the first record exactly.
Formula: C9H19Ag2F2NO
Source: the OMol25 dataset
Level of theory: ωB97M-V with the def2-TZVPD basis set

As for the spin multiplicity: 3. As for the orbital gap (spin up / spin down): 8.06 / 4.63 eV. As for the net charge: +2. For the energy above the lowest of the compared OMol25 structures with the same formula, charge and spin, the calculation gives 0.0000 eV. The expectation value of S² is 2.01. The max |F| comes out at 1.4 eV/A.

Each line ends with the Löwdin charge.
Geometry (Å):
Ag1 0.121 5.404 -0.640  0.992
Ag2 2.725 3.856 -2.288  1.086
F1 0.737 3.439 -1.399  -0.545
F2 1.835 5.787 -1.994  -0.419
C1 -1.010 -0.304 -2.297  -0.001
C2 -0.952 -0.827 -0.836  -0.465
C3 -0.219 -2.174 -0.835  -0.117
C4 0.385 -2.581 0.503  -0.148
C5 1.253 -1.475 1.096  -0.112
C6 0.585 -0.095 1.149  -0.469
N1 -0.192 0.152 -0.081  0.041
O1 -0.688 1.385 -0.189  0.062
C7 -0.392 -0.024 2.318  0.017
C8 1.660 0.974 1.267  -0.013
C9 -2.377 -0.964 -0.266  0.025
H1 -1.620 0.598 -2.372  0.092
H2 -0.007 -0.108 -2.682  0.092
H3 -1.472 -1.052 -2.936  0.108
H4 -0.982 -2.902 -1.116  0.140
H5 0.542 -2.190 -1.616  0.130
H6 -0.394 -2.866 1.217  0.120
H7 0.967 -3.486 0.330  0.130
H8 2.219 -1.422 0.587  0.129
H9 1.499 -1.730 2.127  0.136
H10 -0.886 0.940 2.418  0.102
H11 0.164 -0.253 3.229  0.114
H12 -1.165 -0.794 2.286  0.093
H13 2.407 0.889 0.476  0.091
H14 2.188 0.869 2.215  0.113
H15 1.252 1.990 1.283  0.082
H16 -2.378 -1.721 0.521  0.092
H17 -2.705 -0.045 0.224  0.097
H18 -3.078 -1.227 -1.049  0.107
H19 -0.020 1.956 -0.650  0.097